<a>
Formula: C2H11N2O
Source: the Open Molecules 2025 dataset
Level of theory: ωB97M-V with the def2-TZVPD basis set

Values from the calculation:
HOMO-LUMO gap = 0.410 Ha
molar mass = 79.12 u

Structure (ORCA input):
```
! wB97M-V def2-TZVPD RIJCOSX def2/J DEFGRID3
* xyz 1 1
C 1.34 0.37 0.54
N 2.05 -0.58 -0.36
C 0.17 -0.41 1.13
N -0.77 -0.74 0.05
H 0.99 1.22 -0.03
H 1.98 0.70 1.35
H 2.45 -0.05 -1.14
H 2.89 -0.88 0.13
H -0.29 0.16 1.94
H 0.62 -1.32 1.53
H -1.49 -1.40 0.32
H -1.30 0.04 -0.37
H -0.20 -1.15 -0.71
H -3.04 1.90 -0.93
H -2.93 0.91 -2.11
O -2.46 1.24 -1.33
*
```

<b>
Formula: C2H11N2O
Source: the Open Molecules 2025 dataset
Level of theory: ωB97M-V with the def2-TZVPD basis set

Values from the calculation:
HOMO-LUMO gap = 0.404 Ha
molar mass = 79.12 u

Structure (ORCA input):
```
! wB97M-V def2-TZVPD RIJCOSX def2/J DEFGRID3
* xyz 1 1
C -0.44 -2.16 -0.69
N 0.71 -1.17 -0.48
H -0.60 -2.84 0.12
H -1.43 -1.68 -0.88
H -0.12 -2.81 -1.60
H 1.67 -1.55 -0.49
H 0.43 -0.81 0.44
H 0.57 -0.49 -1.21
N 1.12 1.26 0.22
C -0.24 1.63 0.32
O -1.15 0.52 0.82
H 1.46 1.43 -0.81
H 1.74 1.88 0.82
H -0.42 2.55 1.06
H -0.88 1.92 -0.61
H -2.03 0.82 0.71
*
```

<c>
Formula: C2H11N2O
Source: the Open Molecules 2025 dataset
Level of theory: ωB97M-V with the def2-TZVPD basis set

Values from the calculation:
HOMO-LUMO gap = 0.416 Ha
molar mass = 79.12 u

Structure (ORCA input):
```
! wB97M-V def2-TZVPD RIJCOSX def2/J DEFGRID3
* xyz 1 1
C -0.29 1.58 -0.22
O -0.78 2.69 0.45
C -1.12 0.41 0.29
N -0.80 -0.81 -0.51
H 0.77 1.39 -0.02
H -0.41 1.66 -1.31
H -0.15 3.42 0.40
H -0.90 0.20 1.32
H -2.18 0.63 0.19
H 0.13 -1.26 -0.20
H -0.71 -0.59 -1.51
H -1.54 -1.51 -0.42
N 1.71 -1.86 0.27
H 2.07 -2.72 -0.13
H 1.71 -2.04 1.27
H 2.48 -1.19 0.14
*
```

Which is the most stable structure? <a> is the most stable.

<a>
Formula: C9H10N3
Source: the Open Molecules 2025 dataset
Level of theory: ωB97M-V with the def2-TZVPD basis set

Values from the calculation:
HOMO-LUMO gap (spin up / spin down) = 0.187 / 0.234 Ha
molar mass = 160.20 u

Structure (ORCA input):
```
! wB97M-V def2-TZVPD RIJCOSX def2/J DEFGRID3
* xyz 1 1
C -1.14 2.07 2.49
C -0.30 2.74 1.61
C -1.36 0.80 2.07
C -0.03 1.83 0.61
C 0.51 1.86 -0.66
C 1.31 -2.29 0.29
C -0.68 -0.26 -0.18
C 0.16 0.51 -1.09
C -0.07 -1.06 -2.93
N -0.67 0.61 0.87
N 0.41 0.04 -2.34
N 1.06 -3.46 0.71
H -1.45 2.56 3.43
H -0.02 3.75 1.58
H -1.96 -0.08 2.27
H 1.08 2.53 -1.29
H 0.30 -1.64 -0.06
H -0.22 -1.97 -2.37
H 0.13 -1.21 -3.95
H 1.12 0.45 -2.95
H 0.09 -3.82 0.62
H 1.72 -3.97 1.27
*
```

<b>
Formula: C9H10N3
Source: the Open Molecules 2025 dataset
Level of theory: ωB97M-V with the def2-TZVPD basis set

Values from the calculation:
HOMO-LUMO gap = 0.282 Ha
molar mass = 160.20 u

Structure (ORCA input):
```
! wB97M-V def2-TZVPD RIJCOSX def2/J DEFGRID3
* xyz 1 1
C -1.59 0.19 -3.26
C -1.93 -0.22 -1.85
C -1.09 -0.81 -0.98
C -1.51 -1.41 0.24
N -0.75 -1.95 1.07
C 0.55 -1.82 1.19
C 1.14 -0.64 1.38
C 1.10 0.57 1.59
C 1.07 1.85 1.58
N 2.37 2.55 1.92
C 1.19 -3.01 1.44
N 1.59 -4.08 1.59
H -1.99 1.21 -3.64
H -0.55 -0.19 -3.48
H -2.09 -0.35 -4.08
H -2.95 -0.11 -1.63
H 0.04 -1.04 -1.28
H -2.56 -1.47 0.48
H 0.23 2.56 1.36
H 2.53 3.45 1.48
H 3.19 1.86 2.03
H 2.03 2.87 2.85
*
```

Which is the most stable structure? <b> is the most stable.

<a>
Formula: C18H52O8
Source: the Open Molecules 2025 dataset
Level of theory: ωB97M-V with the def2-TZVPD basis set

Values from the calculation:
HOMO-LUMO gap = 0.334 Ha
molar mass = 396.61 u

Structure (ORCA input):
```
! wB97M-V def2-TZVPD RIJCOSX def2/J DEFGRID3
* xyz 0 1
C -1.99 -2.14 2.20
C -3.32 -1.35 2.08
C -3.06 -0.08 1.27
O -4.26 -1.87 1.44
H -1.23 -1.69 2.81
H -1.53 -2.37 1.24
H -2.22 -3.04 2.67
H -3.75 -1.02 2.97
H -2.35 -0.16 0.41
H -2.53 0.72 1.88
H -4.01 0.39 0.89
H -4.71 -2.48 1.97
C -1.40 1.18 -2.46
C -0.61 -0.04 -2.93
C -1.53 -1.24 -2.64
O -0.21 -0.05 -4.12
H -2.16 1.44 -3.17
H -0.74 2.06 -2.45
H -1.74 0.97 -1.46
H 0.27 -0.22 -2.25
H -1.64 -1.35 -1.57
H -1.21 -2.16 -3.02
H -2.52 -1.08 -3.03
H 0.39 -0.77 -4.26
C -3.05 -0.83 6.13
C -2.94 0.50 5.59
C -1.54 0.76 5.06
O -3.73 0.80 4.65
H -4.04 -0.97 6.64
H -2.26 -1.01 6.86
H -2.95 -1.64 5.39
H -3.13 1.14 6.49
H -1.56 1.76 4.61
H -1.25 -0.01 4.38
H -0.75 0.88 5.76
H -4.60 0.36 4.83
C 3.49 -1.73 -5.46
C 2.98 -1.85 -4.03
C 3.12 -0.54 -3.22
O 1.77 -2.19 -3.92
H 4.52 -1.40 -5.46
H 2.87 -0.99 -6.03
H 3.37 -2.62 -6.02
H 3.65 -2.54 -3.57
H 2.34 0.24 -3.44
H 4.12 -0.18 -3.30
H 3.13 -0.82 -2.19
H 1.62 -3.02 -4.43
C 3.27 3.59 -2.39
C 2.96 2.48 -1.43
C 2.91 2.96 0.05
O 1.87 1.96 -1.66
H 2.49 4.36 -2.27
H 3.18 3.39 -3.44
H 4.21 4.05 -2.10
H 3.59 1.63 -1.43
H 2.87 2.06 0.69
H 2.10 3.63 0.26
H 3.86 3.45 0.26
H 1.49 1.54 -0.89
C -0.34 3.00 1.63
O -0.53 2.57 0.32
H -0.81 2.36 2.45
H -0.55 4.01 1.92
H 0.75 2.86 1.83
H -0.12 1.69 0.20
C 0.62 -3.31 -0.64
O 1.42 -2.29 -1.14
H 1.24 -4.21 -0.72
H -0.34 -3.48 -1.19
H 0.36 -3.14 0.39
H 1.59 -2.26 -2.08
C 0.74 -0.01 1.64
O 0.80 0.08 0.23
H -0.24 0.26 1.89
H 1.45 0.74 1.97
H 1.03 -1.00 1.99
H 1.03 -0.77 -0.11
*
```

<b>
Formula: C18H52O8
Source: the Open Molecules 2025 dataset
Level of theory: ωB97M-V with the def2-TZVPD basis set

Values from the calculation:
HOMO-LUMO gap = 0.364 Ha
molar mass = 396.61 u

Structure (ORCA input):
```
! wB97M-V def2-TZVPD RIJCOSX def2/J DEFGRID3
* xyz 0 1
C 3.36 4.89 -1.92
C 3.97 3.47 -2.06
C 2.89 2.29 -1.93
O 4.54 3.40 -3.33
H 3.04 5.11 -0.90
H 2.46 4.97 -2.53
H 4.05 5.64 -2.29
H 4.67 3.28 -1.25
H 2.42 2.34 -0.95
H 3.28 1.27 -2.04
H 2.18 2.33 -2.76
H 5.17 4.10 -3.49
C -2.81 -1.03 -4.14
C -3.38 0.09 -5.00
C -2.50 1.30 -5.07
O -3.59 -0.34 -6.33
H -2.06 -0.67 -3.45
H -2.32 -1.76 -4.79
H -3.63 -1.47 -3.57
H -4.34 0.42 -4.58
H -2.22 1.80 -4.14
H -3.04 2.06 -5.64
H -1.55 1.05 -5.54
H -3.89 0.40 -6.87
C -0.65 -3.90 1.41
C -1.14 -5.21 0.80
C -1.56 -5.32 -0.68
O -0.13 -6.15 0.96
H -0.53 -3.83 2.49
H -1.39 -3.13 1.20
H 0.18 -3.45 0.86
H -2.00 -5.54 1.38
H -1.85 -6.35 -0.85
H -0.73 -5.15 -1.36
H -2.32 -4.58 -0.95
H 0.63 -5.92 0.41
C 5.06 -1.86 2.08
C 3.87 -1.58 1.29
C 3.91 -0.69 0.01
O 3.22 -2.76 1.05
H 5.91 -2.26 1.53
H 4.86 -2.63 2.83
H 5.52 -1.04 2.62
H 3.16 -1.04 1.92
H 4.83 -0.79 -0.57
H 3.92 0.38 0.24
H 3.00 -0.81 -0.58
H 3.78 -3.45 1.40
C 0.15 0.39 0.79
C -0.90 0.92 -0.22
C -2.40 0.87 0.29
O -0.44 2.17 -0.59
H 0.06 0.85 1.77
H 1.17 0.57 0.44
H -0.01 -0.69 0.75
H -0.84 0.27 -1.10
H -2.61 1.85 0.71
H -2.61 0.21 1.13
H -3.18 0.69 -0.44
H 0.15 2.38 0.13
C -3.51 0.05 4.11
C -2.44 -0.90 4.61
C -1.49 -0.19 5.52
O -3.08 -1.86 5.36
H -3.83 0.78 4.85
H -4.27 -0.52 3.58
H -3.14 0.80 3.41
H -2.05 -1.42 3.74
H -0.66 -0.86 5.78
H -2.00 0.25 6.38
H -1.03 0.65 5.01
H -3.85 -1.45 5.77
O -1.32 4.72 -1.08
H -0.85 5.06 -0.31
H -1.29 3.77 -0.98
O 0.00 4.18 1.49
H 0.76 4.50 1.97
H -0.69 4.08 2.15
*
```

Which is the most stable structure? <b> is the most stable.

<a>
Formula: C5H10NO2
Source: the Open Molecules 2025 dataset
Level of theory: ωB97M-V with the def2-TZVPD basis set

Values from the calculation:
HOMO-LUMO gap = 0.235 Ha
molar mass = 116.14 u

Structure (ORCA input):
```
! wB97M-V def2-TZVPD RIJCOSX def2/J DEFGRID3
* xyz -1 1
N 1.52 0.10 0.86
C 0.55 -0.83 0.26
C 0.02 -1.84 1.38
O 0.71 -1.74 2.54
C -0.57 -0.04 -0.33
C -0.17 0.91 -1.51
C -0.78 2.25 -1.35
O -1.81 2.57 -1.89
H 1.92 -0.49 1.61
H 0.96 0.73 1.44
H 1.12 -1.41 -0.48
H 0.09 -2.86 0.91
H -1.05 -1.62 1.52
H -1.39 -0.67 -0.72
H -1.13 0.51 0.44
H -0.54 0.50 -2.46
H 0.92 0.94 -1.57
H -0.35 3.00 -0.65
*
```

<b>
Formula: C5H10NO2
Source: the Open Molecules 2025 dataset
Level of theory: ωB97M-V with the def2-TZVPD basis set

Values from the calculation:
HOMO-LUMO gap = 0.292 Ha
molar mass = 116.14 u

Structure (ORCA input):
```
! wB97M-V def2-TZVPD RIJCOSX def2/J DEFGRID3
* xyz -1 1
C 1.07 -1.60 0.77
C 1.85 -0.33 0.63
C 1.44 0.88 1.00
N 3.14 -0.51 0.05
H 1.73 -2.41 1.10
H 0.58 -1.88 -0.16
H 0.27 -1.46 1.49
H 2.11 1.72 0.87
H 0.40 1.08 1.20
H 3.23 -1.31 -0.55
H 3.46 0.33 -0.41
O -1.78 1.97 0.12
C -2.10 0.82 -0.26
O -1.58 -0.27 0.06
C -3.26 0.75 -1.28
H -3.73 -0.23 -1.26
H -3.99 1.54 -1.10
H -2.86 0.92 -2.28
*
```

Which is the most stable structure? <b> is the most stable.

<a>
Formula: CH4ClN2P
Source: the Open Molecules 2025 dataset
Level of theory: ωB97M-V with the def2-TZVPD basis set

Values from the calculation:
HOMO-LUMO gap = 0.334 Ha
molar mass = 110.48 u

Structure (ORCA input):
```
! wB97M-V def2-TZVPD RIJCOSX def2/J DEFGRID3
* xyz 0 1
H -0.32 3.04 0.49
N 0.57 2.61 0.31
P 0.74 0.96 0.01
Cl 2.62 0.86 -0.56
N 0.39 -0.64 -0.25
C -0.80 -1.47 -0.01
H -1.12 -1.97 -0.85
H -1.59 -0.97 0.40
H -0.48 -2.43 0.47
*
```

<b>
Formula: CH4ClN2P
Source: the Open Molecules 2025 dataset
Level of theory: ωB97M-V with the def2-TZVPD basis set

Values from the calculation:
HOMO-LUMO gap = 0.348 Ha
molar mass = 110.48 u

Structure (ORCA input):
```
! wB97M-V def2-TZVPD RIJCOSX def2/J DEFGRID3
* xyz 0 1
C 1.65 -0.76 -0.25
N 1.73 0.15 0.58
N 1.89 0.99 1.28
P -2.66 0.73 -0.11
Cl -2.23 -1.07 0.50
H -1.53 1.35 0.38
H 0.74 -0.68 -0.86
H 2.48 -1.43 -0.14
H -2.08 0.72 -1.38
*
```

Which is the most stable structure? <a> is the most stable.

<a>
Formula: C3H5N3O3
Source: the Open Molecules 2025 dataset
Level of theory: ωB97M-V with the def2-TZVPD basis set

Values from the calculation:
HOMO-LUMO gap = 0.294 Ha
molar mass = 131.09 u

Structure (ORCA input):
```
! wB97M-V def2-TZVPD RIJCOSX def2/J DEFGRID3
* xyz 0 1
C 0.24 -0.98 -0.81
C -0.50 0.78 0.40
C 1.24 -0.22 -0.57
H -0.31 -2.09 -2.50
H -0.61 -3.11 -0.91
H -2.32 -0.27 2.68
H 0.87 2.05 -0.26
H 2.96 -1.10 -1.20
N 0.00 -2.27 -1.41
N -0.90 1.41 1.46
N 0.74 1.10 0.07
O -1.03 -0.39 -0.14
O -2.20 1.13 1.97
O 2.56 -0.07 -0.92
*
```

<b>
Formula: C3H5N3O3
Source: the Open Molecules 2025 dataset
Level of theory: ωB97M-V with the def2-TZVPD basis set

Values from the calculation:
HOMO-LUMO gap = 0.397 Ha
molar mass = 131.09 u

Structure (ORCA input):
```
! wB97M-V def2-TZVPD RIJCOSX def2/J DEFGRID3
* xyz 0 1
H -2.04 -1.05 -1.71
N -1.09 -1.02 -1.84
C -0.59 -0.43 -0.84
N 0.80 -0.24 -0.70
C 1.67 0.31 0.25
N 3.01 0.06 0.00
O 1.26 1.03 1.16
C -1.56 -0.07 0.32
O -2.61 -0.70 0.36
O -1.35 0.98 1.11
H 1.24 -0.63 -1.51
H 3.16 -0.90 -0.28
H 3.52 0.36 0.85
H -0.42 1.27 1.09
*
```

Which is the most stable structure? <b> is the most stable.

<a>
Formula: C2H5O
Source: the Open Molecules 2025 dataset
Level of theory: ωB97M-V with the def2-TZVPD basis set

Values from the calculation:
HOMO-LUMO gap (spin up / spin down) = 0.423 / 0.317 Ha
molar mass = 45.06 u

Structure (ORCA input):
```
! wB97M-V def2-TZVPD RIJCOSX def2/J DEFGRID3
* xyz 0 2
H -1.33 -0.93 1.46
C -0.90 0.00 1.08
C 0.10 0.00 0.18
H -1.34 0.93 1.45
H 0.48 0.96 -0.17
H 0.48 -0.96 -0.16
H 1.49 -0.02 -1.49
O 1.03 0.02 -2.35
*
```

<b>
Formula: C2H5O
Source: the Open Molecules 2025 dataset
Level of theory: ωB97M-V with the def2-TZVPD basis set

Values from the calculation:
HOMO-LUMO gap (spin up / spin down) = 0.440 / 0.323 Ha
molar mass = 45.06 u

Structure (ORCA input):
```
! wB97M-V def2-TZVPD RIJCOSX def2/J DEFGRID3
* xyz 0 2
C 0.08 -0.77 -0.19
O 0.13 -1.32 1.06
C -0.06 0.76 0.06
H 1.03 -0.92 -0.71
H -0.74 -1.10 -0.84
H -0.06 1.46 -0.77
H -1.03 0.82 0.57
H 0.64 1.07 0.84
*
```

Which is the most stable structure? <b> is the most stable.

<a>
Formula: C2H7NO2S2
Source: the Open Molecules 2025 dataset
Level of theory: ωB97M-V with the def2-TZVPD basis set

Values from the calculation:
HOMO-LUMO gap = 0.330 Ha
molar mass = 141.22 u

Structure (ORCA input):
```
! wB97M-V def2-TZVPD RIJCOSX def2/J DEFGRID3
* xyz 0 1
C 2.41 -1.00 -2.43
C -1.40 0.04 1.72
N 1.21 -0.63 -2.32
O 0.42 -2.73 -0.46
O -0.93 -2.33 -2.42
S 0.34 0.30 2.11
S -0.36 -1.77 -1.22
H 2.85 -1.79 -1.84
H 3.20 -0.87 -3.12
H 0.15 1.11 3.24
H -1.80 -0.33 2.69
H -1.43 -0.78 0.97
H -1.93 1.01 1.28
H 0.71 -0.08 -2.97
*
```

<b>
Formula: C2H7NO2S2
Source: the Open Molecules 2025 dataset
Level of theory: ωB97M-V with the def2-TZVPD basis set

Values from the calculation:
HOMO-LUMO gap = 0.344 Ha
molar mass = 141.22 u

Structure (ORCA input):
```
! wB97M-V def2-TZVPD RIJCOSX def2/J DEFGRID3
* xyz 0 1
N 1.46 0.75 0.00
C 2.28 -0.05 0.76
O 2.21 -1.25 0.92
H 1.38 1.72 0.39
H 0.61 0.58 -0.54
H 3.06 0.56 1.20
O -0.16 -2.54 0.29
S -0.87 -1.45 -0.68
C -1.68 -0.25 0.48
S -1.68 1.46 -0.27
H 0.77 -2.14 0.20
H -1.00 -0.16 1.35
H -2.63 -0.50 0.77
H -1.41 1.06 -1.52
*
```

Which is the most stable structure? <b> is the most stable.